1.
{"formula": "BaH12O7", "method": "ωB97M-V/def2-TZVPD", "symbols": ["Ba", "O", "H", "O", "H", "O", "H", "H", "O", "H", "H", "O", "H", "H", "O", "H", "H", "O", "H", "H"], "positions_angstrom": [[-0.26620, -0.14528, 0.28585], [-0.74818, -1.67224, 1.65645], [-1.08379, -2.23198, 0.92940], [0.28600, 0.09866, 2.39878], [1.08274, 0.55939, 2.07096], [-0.78754, 1.98173, 0.24011], [-0.89401, 2.47571, -0.57283], [-1.54782, 2.22335, 0.76909], [0.43716, 0.28269, -1.61105], [0.55025, -0.12420, -2.47005], [0.74050, 1.18272, -1.73002], [1.21879, -1.67755, 0.05443], [0.66315, -2.41875, -0.18663], [2.08431, -1.90628, -0.28437], [1.34089, 1.28248, 0.39414], [1.25009, 2.22687, 0.26718], [2.17262, 1.18144, 0.85701], [-1.84193, -0.95287, -0.86852], [-1.96760, -1.28468, -1.75753], [-2.68940, -1.08125, -0.44242]], "relative_energy_kj_mol": 1247.9, "lumo_ev": -0.825, "e_tot_ev": -15208.0638}

---

2.
{"formula": "H10O6V", "method": "ωB97M-V/def2-TZVPD", "symbols": ["O", "V", "O", "H", "H", "O", "H", "H", "O", "H", "H", "O", "H", "H", "O", "H", "H"], "positions_angstrom": [[1.49223, 1.61200, -0.01066], [0.43800, 0.41897, -0.12026], [-0.46195, 0.70739, -2.11657], [-1.19232, 1.19749, -2.49420], [-0.27657, 0.02107, -2.75753], [-0.95632, -1.34731, -0.15065], [-1.27798, -1.70272, 0.67787], [-1.33852, -1.91505, -0.81984], [1.96756, -1.01925, -0.51229], [2.84620, -1.10595, -0.14255], [2.02441, -1.44391, -1.36825], [-1.30562, 1.48381, 0.62778], [-1.04620, 2.06553, 1.34230], [-2.24330, 1.64179, 0.51811], [0.42244, 0.01075, 2.11707], [-0.29266, -0.23625, 2.70347], [1.20060, -0.38834, 2.50619]], "relative_energy_kj_mol": 83.4, "s2": 0.808, "charge": 2, "multiplicity": 2, "lumo_ev": [-9.329, -9.030], "e_tot_ev": -38120.0326}

---

3.
{"formula": "C4H9N3S", "method": "ωB97M-V/def2-TZVPD", "symbols": ["C", "C", "C", "C", "N", "N", "N", "S", "H", "H", "H", "H", "H", "H", "H", "H", "H"], "positions_angstrom": [[2.26197, 0.45159, -0.00931], [-0.68103, -0.34160, -0.08581], [-1.07916, -0.56810, 1.32628], [-0.51054, -1.37608, -1.08332], [2.14598, 1.63142, -0.00506], [-0.36624, 0.88980, -0.49811], [-0.42465, 2.07091, 0.04784], [2.76094, -1.04698, -0.02827], [-1.56541, -1.62245, 1.45458], [-1.81964, 0.22497, 1.71317], [-0.13207, -0.71227, 1.86112], [0.34682, -1.18955, -1.71254], [-1.35125, -1.38026, -1.85308], [-0.58824, -2.44424, -0.61908], [1.52657, 2.44241, -0.04732], [-0.24746, 1.01474, -1.56320], [-0.27658, 1.95567, 1.10212]], "relative_energy_kj_mol": 321.9, "lumo_ev": [0.724, 0.724], "e_tot_ev": -19596.2998}

---

4.
{"formula": "C41H48N15NaO2Te", "method": "ωB97M-V/def2-TZVPD", "symbols": ["Na", "O", "C", "N", "C", "C", "C", "C", "C", "C", "N", "C", "C", "C", "C", "C", "N", "H", "H", "H", "H", "H", "H", "H", "H", "H", "H", "N", "C", "N", "C", "N", "C", "C", "N", "C", "C", "N", "H", "H", "H", "H", "H", "C", "N", "C", "C", "N", "C", "C", "C", "C", "C", "C", "N", "C", "N", "C", "C", "N", "C", "C", "N", "C", "C", "H", "H", "H", "H", "H", "H", "H", "H", "H", "H", "H", "H", "H", "H", "H", "H", "H", "H", "H", "H", "H", "H", "H", "H", "H", "H", "H", "H", "Te", "C", "C", "C", "C", "C", "C", "H", "H", "H", "H", "H", "O", "C", "N"], "positions_angstrom": [[-0.26890, 0.21370, -0.02660], [-2.64929, 0.61204, 3.19608], [-1.81832, 1.33684, 2.57060], [-1.91186, 1.96211, 1.43859], [-3.09440, 2.01550, 0.62648], [-2.66352, 2.20959, -0.84429], [-3.67151, 2.98619, -1.62519], [-4.24795, 2.47542, -2.73135], [-3.89572, 1.18357, -3.22833], [-2.92578, 0.50392, -2.50278], [-2.31311, 0.90493, -1.40708], [-0.44906, 1.59035, 3.18154], [-0.32249, 1.93152, 4.52190], [0.92218, 2.30892, 4.99668], [1.99934, 2.31907, 4.12539], [1.78417, 1.92000, 2.81326], [0.59536, 1.55819, 2.34760], [-3.72774, 2.86237, 0.92601], [-3.71926, 1.11393, 0.68565], [-3.92083, 3.97992, -1.26994], [-4.97744, 3.07470, -3.27300], [-4.33560, 0.75920, -4.11959], [-2.60552, -0.47744, -2.86725], [-1.20209, 1.91152, 5.15144], [1.04882, 2.60768, 6.03158], [2.98688, 2.62583, 4.44235], [2.60181, 1.90646, 2.10339], [-3.50997, -2.37600, 1.10989], [-2.55000, -1.45372, 0.98537], [-1.56601, -1.94333, 0.24957], [-1.99644, -3.19668, -0.03929], [-3.17666, -3.51172, 0.46161], [-1.24488, -4.17510, -0.85584], [-1.55193, -5.53817, -0.78372], [-0.91129, -6.43339, -1.51979], [0.03812, -5.96875, -2.33490], [0.34635, -4.62022, -2.40500], [-0.29311, -3.72232, -1.66524], [-4.39653, -2.28308, 1.57307], [-2.60807, -0.49210, 1.47681], [-2.32765, -5.88511, -0.11338], [0.57205, -6.69242, -2.94116], [1.12601, -4.25406, -3.06402], [0.26922, -1.43225, 3.64572], [0.66188, -2.72217, 3.10044], [-0.44076, -3.66828, 3.06906], [1.59071, -2.70433, 2.07729], [2.02569, -1.59320, 1.60766], [3.31105, -1.58350, 1.03212], [4.40546, -2.02355, 1.77230], [5.69205, -2.02190, 1.25118], [5.89090, -1.56972, -0.04589], [4.81551, -1.09676, -0.78185], [3.51572, -1.06467, -0.26230], [2.40877, -0.69511, -1.00927], [2.44543, 0.28071, -1.87654], [1.58088, 0.24830, -2.94220], [0.79110, -0.95026, -3.14946], [0.89432, 1.46537, -3.37325], [3.28507, 1.35400, -1.81230], [3.79525, 1.85845, -0.55042], [3.72722, 2.09278, -2.97336], [1.99349, -3.97869, 1.66787], [2.49628, -4.18541, 0.32900], [2.40316, -4.96567, 2.63579], [-0.25582, -1.59734, 4.58799], [-0.40071, -0.89639, 2.97124], [1.14432, -0.80938, 3.81372], [-1.33479, -3.21687, 2.62633], [-0.68818, -3.97672, 4.08837], [-0.17451, -4.54794, 2.48892], [4.22555, -2.37760, 2.78218], [6.52339, -2.37132, 1.85121], [6.88070, -1.58075, -0.48680], [4.96766, -0.74336, -1.79509], [1.33658, -1.81817, -2.79526], [0.57364, -1.04719, -4.21655], [-0.16320, -0.90772, -2.61302], [1.21269, 2.32190, -2.78728], [-0.17697, 1.34250, -3.20431], [1.06429, 1.66298, -4.43591], [3.30054, 1.35270, 0.27254], [3.55908, 2.92212, -0.48006], [4.87505, 1.68837, -0.46804], [3.44252, 1.57222, -3.88466], [4.82053, 2.17196, -2.94239], [3.31235, 3.10469, -2.98860], [2.10817, -3.41057, -0.32953], [2.14208, -5.15907, -0.02771], [3.59205, -4.17033, 0.28147], [2.07311, -4.67017, 3.62888], [3.49786, -5.06734, 2.64629], [1.97610, -5.94750, 2.40059], [-0.65582, 3.26718, -0.49000], [-0.57383, 4.23164, -2.41477], [-1.23965, 3.73898, -3.54018], [-1.18440, 4.40824, -4.75780], [-0.45389, 5.58179, -4.88258], [0.20868, 6.08497, -3.76917], [0.13977, 5.42396, -2.54967], [-1.81201, 2.82250, -3.48278], [-1.71983, 4.00278, -5.61023], [-0.39998, 6.09870, -5.83507], [0.78188, 7.00287, -3.84747], [0.66896, 5.81441, -1.68913], [3.52176, 5.70210, 1.30875], [2.81174, 5.07904, 0.53940], [2.12226, 4.47363, -0.20858]], "relative_energy_kj_mol": 142.8, "charge": -2, "lumo_ev": 3.389, "e_tot_ev": -81453.3805}